No. 1
{
  "formula": "C2H4Br2O2",
  "method": "ωB97M-V with the def2-TZVPD basis set",
  "elements": ["C", "C", "O", "O", "Br", "Br", "H", "H", "H", "H"],
  "xyz": [[1.227, 0.917, -0.188], [1.111, 0.516, -1.413], [-1.748, -0.421, 0.995], [1.208, 0.195, -2.518], [0.127, 2.457, 0.246], [0.352, -2.453, 0.470], [1.985, 0.421, 0.512], [-0.539, -1.601, 0.933], [-1.310, 0.487, 0.755], [-2.413, -0.518, 0.209]],
  "mulliken_charge": [-0.873, 0.961, -0.669, -0.310, -0.157, -0.320, 0.372, 0.315, 0.314, 0.369],
  "e_tot_ha": -5377.04740,
  "max_force_ev_per_a": 4.66,
  "charge": 0,
  "homo_energy_ev": -9.420,
  "de_lowest_kj_mol": 158.6,
  "orbital_gap_ev": 9.02,
  "spin_multiplicity": 1
}

No. 2
{
  "formula": "C25H34N6O2SiTm",
  "method": "ωB97M-V with the def2-TZVPD basis set",
  "elements": ["Tm", "O", "C", "O", "C", "C", "C", "N", "C", "C", "C", "C", "C", "C", "C", "N", "C", "C", "C", "C", "C", "N", "H", "H", "H", "H", "H", "H", "H", "H", "H", "H", "C", "N", "C", "C", "N", "N", "C", "C", "H", "H", "H", "H", "H", "H", "H", "H", "H", "H", "H", "H", "H", "C", "Si", "C", "C", "C", "H", "H", "H", "H", "H", "H", "H", "H", "H", "H", "H"],
  "xyz": [[-0.819, 9.252, 17.358], [4.149, 6.881, 13.046], [3.037, 7.239, 12.662], [2.548, 6.929, 11.549], [2.305, 8.015, 13.637], [1.051, 8.585, 13.286], [0.144, 8.882, 14.311], [0.586, 8.740, 15.607], [1.918, 8.474, 15.944], [2.787, 8.082, 14.943], [2.204, 8.499, 17.346], [3.533, 8.224, 17.730], [4.011, 8.348, 19.044], [2.960, 8.687, 19.925], [1.637, 8.941, 19.525], [1.223, 8.849, 18.242], [-1.137, 9.490, 14.128], [-1.594, 10.184, 12.960], [-2.939, 10.639, 12.940], [-3.821, 10.414, 13.983], [-3.287, 9.741, 15.117], [-1.978, 9.450, 15.233], [0.672, 8.682, 12.264], [3.843, 7.865, 15.102], [4.147, 7.925, 16.936], [5.010, 8.064, 19.339], [3.145, 8.835, 20.972], [0.834, 9.171, 20.287], [-0.996, 10.238, 12.048], [-3.341, 11.135, 12.029], [-4.831, 10.643, 13.931], [-3.927, 9.502, 15.993], [-0.933, 14.035, 15.730], [-0.434, 13.069, 16.732], [0.954, 12.671, 16.645], [-1.255, 12.508, 17.687], [-0.990, 11.281, 18.249], [-2.308, 13.264, 18.112], [-3.482, 12.602, 18.697], [-2.253, 14.693, 18.440], [-1.986, 13.838, 15.476], [-0.272, 13.923, 14.891], [-0.858, 15.057, 16.071], [1.258, 12.067, 17.514], [1.605, 13.590, 16.694], [1.220, 12.135, 15.694], [-1.356, 11.242, 19.214], [-3.400, 11.522, 18.548], [-4.405, 12.904, 18.252], [-3.504, 12.764, 19.777], [-1.265, 15.141, 18.225], [-2.446, 14.769, 19.519], [-3.043, 15.306, 17.933], [-1.553, 4.667, 19.216], [-2.107, 6.023, 17.965], [-3.927, 5.619, 17.327], [-0.788, 5.685, 16.569], [-2.047, 7.701, 18.660], [-1.319, 3.760, 18.678], [-2.161, 4.485, 20.081], [-0.554, 5.134, 19.507], [-4.073, 4.571, 16.973], [-4.264, 6.277, 16.515], [-4.658, 5.697, 18.186], [-0.809, 4.639, 16.282], [0.234, 5.937, 16.879], [-0.990, 6.177, 15.608], [-1.565, 7.609, 19.635], [-3.090, 7.949, 18.959]],
  "mulliken_charge": [0.434, -0.693, 0.361, -0.723, -0.608, -0.827, 0.720, 0.965, 0.962, -0.651, 0.400, -0.929, -0.758, -0.768, -0.252, 0.519, 0.151, -0.939, -0.349, -1.084, 0.034, 0.214, 0.490, 0.634, 0.587, 0.503, 0.410, 0.408, 0.466, 0.422, 0.562, 0.439, -1.111, 0.340, -1.160, 0.390, -0.584, 0.095, -1.145, -1.095, 0.358, 0.412, 0.309, 0.374, 0.395, 0.293, 0.275, 0.311, 0.367, 0.397, 0.392, 0.383, 0.296, -1.073, 0.422, -1.066, -0.945, -1.067, 0.330, 0.347, 0.184, 0.315, 0.270, 0.315, 0.518, 0.204, 0.198, 0.344, 0.312],
  "e_tot_ha": -2826.55849,
  "max_force_ev_per_a": 4.36,
  "charge": 1,
  "homo_energy_ev": [-9.620, -9.620],
  "de_lowest_kj_mol": 63.8,
  "orbital_gap_ev": [5.34, 5.35],
  "spin_multiplicity": 3
}

No. 3
{
  "formula": "C31H11BCl100N2O3P2",
  "method": "ωB97M-V with the def2-TZVPD basis set",
  "elements": ["N", "P", "O", "O", "B", "C", "C", "C", "C", "C", "C", "P", "N", "O", "H", "H", "H", "H", "H", "H", "H", "H", "H", "H", "H", "C", "Cl", "Cl", "Cl", "Cl", "C", "Cl", "Cl", "Cl", "Cl", "C", "Cl", "Cl", "Cl", "Cl", "C", "Cl", "Cl", "Cl", "Cl", "C", "Cl", "Cl", "Cl", "Cl", "C", "Cl", "Cl", "Cl", "Cl", "C", "Cl", "Cl", "Cl", "Cl", "C", "Cl", "Cl", "Cl", "Cl", "C", "Cl", "Cl", "Cl", "Cl", "C", "Cl", "Cl", "Cl", "Cl", "C", "Cl", "Cl", "Cl", "Cl", "C", "Cl", "Cl", "Cl", "Cl", "C", "Cl", "Cl", "Cl", "Cl", "C", "Cl", "Cl", "Cl", "Cl", "C", "Cl", "Cl", "Cl", "Cl", "C", "Cl", "Cl", "Cl", "Cl", "C", "Cl", "Cl", "Cl", "Cl", "C", "Cl", "Cl", "Cl", "Cl", "C", "Cl", "Cl", "Cl", "Cl", "C", "Cl", "Cl", "Cl", "Cl", "C", "Cl", "Cl", "Cl", "Cl", "C", "Cl", "Cl", "Cl", "Cl", "C", "Cl", "Cl", "Cl", "Cl", "C", "Cl", "Cl", "Cl", "Cl", "C", "Cl", "Cl", "Cl", "Cl"],
  "xyz": [[2.203, 1.012, 2.939], [1.856, 0.747, 1.454], [3.006, -0.179, 0.776], [0.426, -0.009, 1.322], [1.683, 2.376, 0.474], [2.669, 2.859, -0.615], [3.236, 4.069, -0.449], [4.074, 4.574, -1.378], [4.343, 3.846, -2.466], [3.791, 2.658, -2.640], [2.965, 2.150, -1.729], [0.282, 3.591, 0.801], [-1.167, 2.721, 0.958], [0.086, 4.437, -0.607], [1.456, 0.638, 3.530], [2.580, -0.750, 0.086], [0.515, -0.933, 0.988], [2.994, 4.658, 0.429], [4.511, 5.550, -1.245], [5.020, 4.261, -3.194], [3.998, 2.084, -3.533], [2.516, 1.173, -1.869], [-1.951, 3.382, 1.009], [-1.313, 2.224, 0.072], [0.848, 5.026, -0.798], [-1.968, -3.292, -0.476], [-2.916, -3.290, 1.010], [-0.350, -2.648, -0.150], [-1.810, -4.937, -1.079], [-2.767, -2.283, -1.684], [-0.361, -9.414, -1.523], [0.796, -8.136, -1.911], [-1.854, -9.163, -2.438], [0.326, -10.983, -1.946], [-0.721, -9.373, 0.207], [2.059, -4.762, 2.492], [1.935, -3.004, 2.329], [3.370, -5.355, 1.471], [2.391, -5.152, 4.174], [0.539, -5.528, 1.993], [0.907, -9.159, 5.530], [1.725, -10.514, 4.745], [1.965, -8.486, 6.775], [0.540, -7.893, 4.353], [-0.588, -9.730, 6.276], [2.985, 2.348, -7.130], [3.770, 0.823, -7.566], [1.273, 2.254, -7.564], [3.141, 2.604, -5.380], [3.740, 3.696, -7.982], [8.329, 2.068, -3.776], [9.274, 3.559, -3.687], [6.706, 2.367, -3.135], [8.201, 1.555, -5.461], [9.122, 0.805, -2.831], [1.284, 4.915, 4.652], [1.619, 6.163, 3.435], [0.357, 3.616, 3.905], [2.804, 4.272, 5.267], [0.367, 5.637, 5.979], [-6.322, -1.998, 3.816], [-6.461, -0.250, 3.606], [-5.002, -2.599, 2.799], [-5.982, -2.362, 5.509], [-7.829, -2.778, 3.337], [-3.126, -0.452, 10.307], [-2.277, -1.935, 9.864], [-3.291, 0.565, 8.858], [-4.705, -0.874, 10.970], [-2.191, 0.427, 11.518], [-1.334, 6.174, -3.377], [-0.480, 4.797, -4.085], [-0.229, 7.066, -2.324], [-1.899, 7.235, -4.667], [-2.710, 5.594, -2.433], [6.262, 3.143, -11.349], [6.967, 4.654, -10.761], [5.617, 2.231, -9.984], [4.955, 3.506, -12.480], [7.506, 2.195, -12.171], [-0.641, 7.921, -8.413], [0.646, 8.968, -9.016], [-1.577, 7.293, -9.772], [0.068, 6.577, -7.519], [-1.710, 8.866, -7.359], [-5.908, -9.281, -3.420], [-6.592, -8.816, -1.860], [-7.102, -9.010, -4.689], [-4.473, -8.300, -3.744], [-5.454, -10.986, -3.380], [-3.536, 4.587, 6.975], [-3.899, 6.267, 6.577], [-2.328, 3.963, 5.851], [-2.909, 4.489, 8.630], [-5.014, 3.621, 6.857], [11.023, 6.785, -2.304], [11.969, 8.275, -2.210], [9.403, 7.071, -1.662], [10.909, 6.277, -3.992], [11.815, 5.521, -1.362], [-9.284, -6.615, -7.065], [-8.398, -5.716, -5.825], [-10.190, -7.930, -6.308], [-10.403, -5.527, -7.883], [-8.140, -7.285, -8.231], [-11.123, 0.252, 3.530], [-11.866, 1.701, 2.845], [-9.626, 0.698, 4.357], [-12.234, -0.490, 4.686], [-10.775, -0.891, 2.231], [1.275, -13.838, 2.186], [0.354, -12.567, 1.382], [2.709, -13.151, 2.957], [0.265, -14.608, 3.413], [1.776, -15.043, 0.996], [-8.528, -2.320, 13.035], [-9.129, -2.610, 11.400], [-6.981, -3.144, 13.248], [-8.304, -0.584, 13.275], [-9.692, -2.936, 14.211], [-12.634, -2.483, -5.802], [-13.043, -2.638, -7.516], [-11.139, -3.362, -5.480], [-12.417, -0.777, -5.402], [-13.939, -3.157, -4.823], [12.637, 7.527, -7.822], [13.673, 6.205, -8.368], [10.963, 7.190, -8.279], [12.741, 7.670, -6.066], [13.161, 9.036, -8.576], [-6.767, 3.085, 10.664], [-6.279, 4.716, 11.137], [-7.226, 2.161, 12.100], [-8.142, 3.179, 9.556], [-5.423, 2.267, 9.870], [-1.029, 8.537, 8.830], [-1.778, 8.652, 10.425], [0.559, 9.310, 8.866], [-0.850, 6.835, 8.392], [-2.049, 9.352, 7.640], [9.460, -3.737, -2.002], [9.895, -5.384, -2.474], [10.895, -2.708, -2.067], [8.238, -3.108, -3.110], [8.816, -3.745, -0.358], [6.202, -2.437, -6.421], [5.842, -1.812, -4.807], [4.895, -1.987, -7.522], [7.722, -1.755, -6.998], [6.336, -4.195, -6.356]],
  "mulliken_charge": [-0.741, 0.407, -0.355, -0.149, 0.543, 0.998, -0.517, -1.214, 0.196, -0.813, -1.551, 0.118, -0.585, -0.244, 0.201, 0.289, -0.026, 0.613, 0.489, 0.704, 0.835, 0.205, 0.296, 0.260, 0.236, 0.182, 0.030, -0.053, -0.017, -0.128, 0.285, -0.082, -0.001, -0.107, -0.083, 0.257, 0.020, -0.107, -0.089, -0.029, 0.236, -0.019, -0.115, 0.000, -0.106, 0.129, 0.041, -0.106, 0.039, -0.084, 0.133, 0.002, -0.030, -0.061, -0.061, 0.160, -0.117, -0.030, -0.105, 0.076, 0.272, -0.096, -0.090, -0.079, -0.091, 0.236, -0.103, -0.028, -0.029, -0.094, 0.284, -0.074, -0.134, -0.036, -0.110, 0.251, -0.093, 0.029, -0.105, -0.106, 0.336, -0.103, -0.099, -0.022, -0.114, 0.323, -0.102, -0.018, -0.105, -0.099, 0.150, -0.066, 0.030, -0.062, -0.065, 0.371, -0.118, -0.085, -0.088, -0.086, 0.314, -0.076, -0.091, -0.066, -0.091, 0.330, -0.101, -0.037, -0.100, -0.091, 0.310, -0.006, -0.101, -0.098, -0.110, 0.333, -0.096, -0.094, -0.043, -0.107, 0.338, -0.106, -0.034, -0.099, -0.098, 0.330, -0.097, -0.089, -0.053, -0.102, 0.207, -0.100, -0.079, -0.109, 0.114, 0.298, -0.105, -0.104, -0.009, -0.111, 0.250, -0.108, -0.102, 0.065, -0.091, 0.300, -0.065, -0.098, -0.076, -0.089],
  "e_tot_ha": -48249.51796,
  "max_force_ev_per_a": 3.64,
  "charge": 0,
  "homo_energy_ev": -7.947,
  "de_lowest_kj_mol": 0.0,
  "orbital_gap_ev": 7.29,
  "spin_multiplicity": 1
}

No. 4
{
  "formula": "C9H9N2O2",
  "method": "ωB97M-V with the def2-TZVPD basis set",
  "elements": ["C", "C", "C", "C", "C", "C", "C", "C", "C", "N", "N", "O", "O", "H", "H", "H", "H", "H", "H", "H", "H", "H"],
  "xyz": [[0.667, -1.847, 1.021], [1.338, -0.782, 0.451], [-0.702, -0.901, -0.404], [2.597, -0.239, 0.751], [3.023, 0.890, 0.017], [2.238, 1.317, -1.044], [1.027, 0.759, -1.267], [-1.856, -0.479, -0.910], [-3.092, 2.189, 1.103], [0.502, -0.180, -0.490], [-0.506, -1.973, 0.457], [-3.022, -1.128, -0.380], [-2.075, 1.604, 1.043], [1.058, -2.542, 1.762], [3.046, -0.796, 1.552], [3.885, 1.450, 0.098], [2.462, 2.130, -1.650], [0.281, 1.122, -1.968], [-2.166, 0.354, -1.624], [-3.744, 2.873, 1.714], [-1.201, -2.490, 0.801], [-3.758, -1.332, -1.034]],
  "mulliken_charge": [-0.624, 0.884, 0.347, -0.849, -0.388, -0.631, 0.102, -0.541, 0.007, 0.282, 0.008, -0.515, -0.307, 0.418, 0.417, 0.476, 0.450, 0.316, 0.294, 0.313, 0.173, 0.367],
  "e_tot_ha": -607.94830,
  "max_force_ev_per_a": 4.91,
  "charge": 1,
  "homo_energy_ev": [-10.733, -10.490],
  "de_lowest_kj_mol": 471.3,
  "orbital_gap_ev": [7.09, 5.65],
  "spin_multiplicity": 1
}

No. 5
{
  "formula": "C6H11N",
  "method": "ωB97M-V with the def2-TZVPD basis set",
  "elements": ["C", "C", "C", "C", "C", "C", "N", "H", "H", "H", "H", "H", "H", "H", "H", "H", "H", "H"],
  "xyz": [[-1.306, -0.491, 1.140], [-1.140, 0.673, 0.178], [0.167, 0.694, -0.559], [0.187, 0.555, -1.883], [2.579, 0.333, -0.126], [1.384, 0.740, 0.291], [-1.517, -1.754, 0.400], [-2.193, -0.321, 1.749], [-0.447, -0.592, 1.807], [-1.999, 0.605, -0.497], [-1.260, 1.616, 0.726], [-0.755, 0.691, -2.392], [1.052, 0.385, -2.507], [3.429, 0.333, 0.547], [2.697, 0.056, -1.164], [1.192, 0.867, 1.348], [-0.687, -1.919, -0.173], [-1.384, -2.473, 1.114]],
  "mulliken_charge": [-0.395, -0.960, 0.741, -0.962, -0.818, -0.136, -0.676, 0.382, 0.335, 0.341, 0.313, 0.263, 0.267, 0.260, 0.177, 0.378, 0.238, 0.253],
  "e_tot_ha": -289.91477,
  "max_force_ev_per_a": 1.29,
  "charge": 0,
  "homo_energy_ev": -8.845,
  "de_lowest_kj_mol": 149.4,
  "orbital_gap_ev": 9.70,
  "spin_multiplicity": 1
}

No. 6
{
  "formula": "C15H26NO2",
  "method": "ωB97M-V with the def2-TZVPD basis set",
  "elements": ["C", "H", "C", "H", "H", "C", "C", "N", "C", "H", "H", "H", "C", "H", "H", "C", "O", "C", "C", "C", "C", "C", "C", "O", "C", "C", "H", "H", "H", "H", "H", "H", "H", "H", "H", "H", "H", "H", "H", "H", "H", "H", "H", "H"],
  "xyz": [[-0.935, -2.336, -2.157], [0.096, -2.630, -2.333], [-0.992, -0.929, -1.573], [-0.420, -0.916, -0.642], [-0.517, -0.234, -2.269], [-2.438, -0.496, -1.327], [-2.553, 0.937, -0.815], [-1.974, 1.114, 0.542], [-2.861, 0.604, 1.595], [-3.152, -0.421, 1.377], [-2.350, 0.619, 2.555], [-3.758, 1.220, 1.655], [-1.544, 2.512, 0.797], [-2.235, 3.218, 0.337], [-1.534, 2.675, 1.876], [-0.114, 2.681, 0.268], [0.548, 1.515, 0.702], [1.811, 1.212, 0.214], [2.665, 2.115, -0.381], [3.921, 1.694, -0.799], [4.306, 0.383, -0.615], [3.446, -0.532, -0.024], [2.186, -0.132, 0.389], [1.230, -0.932, 0.949], [1.566, -2.281, 1.248], [0.356, -2.925, 1.905], [-0.489, -2.934, 1.221], [0.081, -2.377, 2.803], [0.594, -3.948, 2.177], [1.825, -2.814, 0.324], [2.426, -2.307, 1.927], [3.766, -1.552, 0.105], [5.283, 0.056, -0.933], [4.590, 2.401, -1.261], [2.372, 3.145, -0.512], [-0.085, 2.758, -0.827], [0.333, 3.587, 0.692], [-1.072, 0.587, 0.580], [-2.019, 1.595, -1.503], [-3.599, 1.251, -0.777], [-2.986, -0.549, -2.269], [-2.920, -1.195, -0.642], [-1.385, -3.055, -1.476], [-1.468, -2.382, -3.103]],
  "mulliken_charge": [-1.620, 0.394, 0.937, -0.579, 0.281, -0.818, -0.682, 0.665, -0.977, 0.344, 0.397, 0.387, -0.886, 0.338, 0.451, -0.652, -0.332, 0.703, -0.488, -0.743, -0.779, -0.688, 0.698, -0.191, -0.493, -1.338, 0.200, 0.320, 0.425, 0.418, 0.457, 0.439, 0.411, 0.409, 0.434, 0.518, 0.498, -0.029, 0.361, 0.373, 0.428, 0.237, 0.328, 0.444],
  "e_tot_ha": -792.15661,
  "max_force_ev_per_a": 0.89,
  "charge": 1,
  "homo_energy_ev": -11.231,
  "de_lowest_kj_mol": 51.8,
  "orbital_gap_ev": 9.00,
  "spin_multiplicity": 1
}